1.
12
Properties=species:S:1:pos:R:3:forces:R:3 method="wB97M-V/def2-TZVPD" homo_ev="-9.18 / -9.22" gap_ev="6.6 / 8.0" total_energy_ev=-29524.7446 multiplicity=1 de_lowest_kj_mol=432.5 mol_weight_g_mol=136.6
C -2.534 -0.673 -0.055 0.5211 1.7049 1.0402
C -0.479 0.626 -0.103 -0.3997 -1.8699 0.8586
C 0.895 0.373 0.569 -2.1491 0.7869 -0.4873
N -1.359 -0.466 0.351 0.2902 -1.4653 -0.0342
N -0.828 1.921 0.320 -0.3377 1.6735 0.6582
S -3.702 -1.848 0.079 -0.4865 -1.0077 0.1318
Cl -2.405 2.413 -0.023 0.2421 0.0112 -0.1670
H -3.127 0.207 -0.348 -0.2694 0.1212 -0.9345
H -0.595 0.559 -1.170 0.8210 0.1880 -0.8630
H 0.835 0.900 1.480 0.1583 0.5529 1.1934
H 1.684 0.726 0.030 2.0062 1.6917 -1.6973
H 1.204 -0.595 0.761 -0.3965 -2.3874 0.3013

---

2.
9
Properties=species:S:1:pos:R:3:forces:R:3 method="wB97M-V/def2-TZVPD" homo_ev="-15.99 / -16.56" charge=+1 gap_ev="6.7 / 8.8" total_energy_ev=-12311.2208 multiplicity=1 de_lowest_kj_mol=83.3 mol_weight_g_mol=99.0
O -0.136 0.033 1.607 -0.8275 0.3630 3.2748
O 0.683 -1.559 -1.072 0.7667 0.5676 -0.3786
O -0.947 0.389 -0.963 0.5757 -0.4597 2.0702
O 0.067 1.217 0.944 0.2977 1.6653 -1.5718
O 1.429 -0.723 -0.495 0.2493 0.0544 -0.1413
O 0.199 1.001 -0.400 -0.1476 -0.5778 0.5461
H -0.305 0.485 2.567 0.3997 -1.7973 -2.7276
H -0.017 -1.746 -0.434 -0.9531 -0.6768 0.5986
H -0.973 0.903 -1.754 -0.3609 0.8613 -1.6704